{
  "formula": "C9H33N2O11",
  "method": "ωB97M-V/def2-TZVPD",
  "e_above_lowest_ev": 2.906,
  "e_homo_ev": -4.28,
  "total_charge": -1,
  "gap_ev": 6.469,
  "total_energy_ev": -35366.7075,
  "elements": ["O", "O", "O", "O", "O", "O", "O", "O", "O", "O", "O", "N", "N", "C", "C", "C", "C", "C", "C", "C", "C", "C", "H", "H", "H", "H", "H", "H", "H", "H", "H", "H", "H", "H", "H", "H", "H", "H", "H", "H", "H", "H", "H", "H", "H", "H", "H", "H", "H", "H", "H", "H", "H", "H", "H"],
  "coordinates": [[-21.032902, -19.431975, -12.960519], [-17.994180, -23.789325, -11.624515], [-15.916872, -19.549425, -15.542472], [-8.217837, -21.660686, -13.184841], [-15.068071, -18.841709, -17.346358], [-12.627502, -23.372960, -12.769694], [-19.562672, -24.471250, -16.471103], [-11.757161, -19.003787, -5.700809], [-13.748262, -19.454079, -15.728902], [-15.398732, -15.044803, -22.037438], [-15.832269, -23.284650, -20.143695], [-13.086930, -18.821120, -5.771514], [-14.898287, -19.255219, -16.174346], [-13.015758, -18.348497, -8.241394], [-13.795315, -21.178759, -6.360866], [-15.445385, -19.565604, -5.371897], [-14.913928, -17.591586, -6.753802], [-15.835568, -18.734567, -6.668869], [-13.939458, -19.920187, -5.412703], [-13.649380, -20.479493, -4.042861], [-12.730079, -16.574908, -6.608254], [-13.462105, -17.872671, -6.851323], [-7.988410, -21.643563, -14.113986], [-15.946997, -20.529160, -5.461609], [-13.466378, -19.239890, -8.677825], [-12.727674, -22.602554, -13.328878], [-15.728520, -19.298766, -7.595324], [-19.173792, -25.282328, -16.143779], [-13.093919, -15.700704, -7.148150], [-12.165369, -24.008101, -13.316723], [-16.899723, -18.564925, -6.504906], [-18.081332, -22.841429, -11.725105], [-15.710569, -24.222182, -20.293546], [-11.577818, -19.517439, -6.491760], [-15.066096, -17.082424, -7.705479], [-16.096084, -15.195471, -21.399295], [-12.957658, -16.205816, -5.608213], [-17.092783, -23.976600, -11.886514], [-15.544354, -14.150260, -22.345354], [-13.077695, -17.583320, -9.015191], [-21.660993, -19.668370, -13.643049], [-14.360558, -22.076024, -6.108860], [-20.239151, -19.190667, -13.437967], [-12.752674, -21.479688, -6.463034], [-14.043160, -19.777410, -3.307939], [-14.167541, -21.418742, -3.849404], [-9.041478, -21.175846, -13.132041], [-11.958510, -18.557023, -8.077572], [-15.106018, -16.815347, -6.013092], [-12.612297, -20.737515, -3.828453], [-15.731173, -19.155082, -4.403447], [-14.230221, -21.093120, -7.356671], [-11.650259, -16.648717, -6.737242], [-16.479743, -23.236101, -19.440375], [-19.876473, -24.021808, -15.686393]],
  "forces_ev_per_a": [[-0.1, 0.0, 0.3], [-0.2, -0.2, 0.1], [-0.4, -0.2, 1.5], [0.2, -0.1, 0.2], [0.7, 0.4, 0.0], [0.0, -0.1, 0.3], [-0.1, 0.0, -0.3], [1.5, -0.9, 0.1], [-0.1, 0.2, 0.4], [0.1, -0.1, -0.2], [0.1, 0.0, -0.2], [-2.8, 2.3, 0.5], [-0.2, -0.5, -1.7], [0.5, -0.5, 0.0], [-0.1, 0.1, -0.9], [0.6, -0.3, -2.3], [-1.0, 2.2, -1.2], [-0.2, -1.8, 2.2], [-0.7, -2.7, -0.6], [0.4, 0.0, 1.2], [0.2, 1.2, 0.9], [0.6, -0.9, 0.3], [0.0, 0.0, -0.2], [-0.2, 0.0, 0.3], [-0.3, -0.1, 0.4], [-0.1, 0.3, -0.2], [-0.1, -0.5, 0.2], [0.1, -0.2, 0.1], [-0.1, -0.4, -1.0], [0.1, -0.1, -0.1], [0.0, 0.8, -0.5], [0.0, 0.3, -0.1], [0.1, -0.2, 0.0], [0.9, -0.5, -0.3], [-0.5, 0.3, -0.1], [-0.1, -0.2, 0.2], [0.4, -0.5, 0.5], [0.3, 0.0, -0.1], [0.0, 0.2, -0.1], [0.0, 0.2, 0.3], [-0.1, -0.1, -0.2], [0.1, 0.0, 1.1], [0.3, 0.1, -0.1], [0.1, 0.0, 0.0], [0.4, 0.1, 0.3], [-0.4, 0.0, -0.4], [-0.3, 0.1, 0.0], [0.2, -0.1, -0.6], [0.0, -0.2, 0.4], [0.2, 0.5, -0.2], [0.0, 0.6, -0.3], [0.4, 0.9, -0.4], [-0.1, 0.0, 0.0], [-0.2, 0.2, 0.3], [0.0, 0.2, 0.2]]
}